{"formula": "C18H17F2NO5S", "method": "ωB97M-V/def2-TZVPD", "e_tot_ev": -46939.499, "largest_force_ev_per_a": 1.3, "e_homo_ev": -8.7309, "spin_multiplicity": 1, "symbols": ["C", "O", "C", "C", "C", "C", "C", "C", "O", "O", "C", "C", "O", "N", "C", "C", "C", "C", "C", "S", "C", "C", "C", "O", "C", "F", "F", "H", "H", "H", "H", "H", "H", "H", "H", "H", "H", "H", "H", "H", "H", "H", "H", "H"], "positions_angstrom": [[-3.809, -0.031, -3.230], [-4.375, 0.025, -1.941], [-3.607, -0.308, -0.880], [-2.272, -0.668, -0.937], [-1.557, -0.993, 0.222], [-0.158, -1.366, 0.196], [0.664, -1.342, -0.863], [2.088, -1.669, -0.770], [2.893, -1.400, -1.640], [2.419, -2.278, 0.375], [3.795, -2.563, 0.610], [4.478, -1.316, 1.199], [4.774, -1.224, 2.368], [4.685, -0.353, 0.280], [4.968, 1.016, 0.659], [3.772, 1.878, 0.412], [3.686, 3.041, -0.286], [2.369, 3.554, -0.346], [1.475, 2.766, 0.298], [2.216, 1.385, 1.005], [-2.217, -0.958, 1.448], [-3.553, -0.601, 1.525], [-4.248, -0.271, 0.377], [-5.586, 0.081, 0.355], [-6.159, 0.521, 1.491], [-7.293, 1.154, 1.165], [-6.528, -0.501, 2.310], [-4.610, 0.252, -3.911], [-3.466, -1.040, -3.475], [-2.979, 0.675, -3.336], [-1.769, -0.704, -1.887], [0.255, -1.676, 1.146], [0.358, -1.008, -1.843], [4.282, -2.868, -0.322], [3.813, -3.370, 1.344], [4.354, -0.507, -0.667], [5.229, 0.996, 1.723], [5.819, 1.395, 0.086], [4.533, 3.520, -0.743], [2.108, 4.466, -0.853], [0.418, 2.904, 0.408], [-1.685, -1.213, 2.351], [-4.049, -0.607, 2.483], [-5.531, 1.207, 2.092]]}

---

{"formula": "C18H17F6HgN4O9S2", "method": "ωB97M-V/def2-TZVPD", "e_tot_ev": -85481.832, "total_charge": -2, "de_lowest_kcal_mol": 5.7, "largest_force_ev_per_a": 0.3, "e_homo_ev": [-0.1562, -3.3847], "spin_multiplicity": 2, "symbols": ["Hg", "O", "C", "C", "N", "C", "C", "O", "O", "C", "C", "O", "O", "H", "H", "H", "H", "H", "H", "H", "H", "H", "C", "C", "C", "C", "N", "C", "C", "C", "C", "C", "C", "N", "H", "H", "H", "H", "H", "H", "H", "H", "F", "C", "F", "F", "S", "O", "O", "N", "S", "O", "O", "C", "F", "F", "F"], "positions_angstrom": [[0.110, 0.425, 0.247], [-1.067, 3.187, -0.583], [-0.016, 4.001, -0.106], [0.707, 3.458, 1.119], [1.524, 2.243, 0.936], [2.553, 2.421, -0.081], [2.044, 2.227, -1.517], [2.784, 2.604, -2.421], [0.900, 1.673, -1.630], [2.100, 1.875, 2.236], [1.032, 1.488, 3.288], [1.354, 1.678, 4.473], [-0.029, 1.012, 2.818], [-0.651, 2.596, -1.240], [-0.459, 4.953, 0.205], [0.688, 4.227, -0.913], [-0.030, 3.229, 1.888], [1.363, 4.261, 1.496], [3.330, 1.669, 0.066], [3.028, 3.407, 0.000], [2.713, 2.693, 2.634], [2.750, 1.008, 2.086], [1.742, -3.268, 2.394], [0.602, -3.681, 3.113], [-0.609, -3.102, 2.864], [-0.724, -2.081, 1.880], [0.403, -1.679, 1.215], [1.574, -2.255, 1.473], [-1.953, -1.451, 1.540], [-3.216, -1.854, 2.055], [-4.361, -1.244, 1.634], [-4.296, -0.200, 0.682], [-3.048, 0.169, 0.232], [-1.921, -0.415, 0.636], [2.718, -3.704, 2.558], [0.682, -4.450, 3.873], [-1.475, -3.406, 3.435], [2.409, -1.886, 0.888], [-3.272, -2.664, 2.768], [-5.317, -1.569, 2.027], [-5.179, 0.303, 0.317], [-2.925, 0.969, -0.488], [-0.349, -2.633, -1.729], [0.810, -2.909, -2.321], [1.515, -3.716, -1.517], [0.556, -3.586, -3.450], [1.772, -1.371, -2.671], [1.985, -0.820, -1.356], [2.926, -1.857, -3.371], [0.866, -0.583, -3.650], [-0.420, 0.300, -3.570], [-1.194, 0.242, -2.358], [-0.284, 1.537, -4.272], [-1.469, -0.683, -4.730], [-1.700, -1.921, -4.277], [-2.660, -0.079, -4.879], [-0.918, -0.789, -5.946]]}

---

{"formula": "C18H17N2O11RhS8", "method": "ωB97M-V/def2-TZVPD", "e_tot_ev": -134137.086, "total_charge": -2, "de_lowest_kcal_mol": 46.7, "largest_force_ev_per_a": 1.9, "e_homo_ev": [-2.7228, -2.9055], "spin_multiplicity": 1, "symbols": ["Rh", "O", "S", "O", "O", "C", "C", "C", "C", "C", "C", "S", "O", "O", "O", "H", "H", "H", "H", "N", "N", "C", "O", "O", "H", "H", "H", "C", "C", "C", "C", "C", "C", "C", "S", "O", "O", "O", "H", "H", "H", "H", "H", "H", "H", "C", "S", "C", "C", "S", "S", "C", "S", "S", "H", "H", "H"], "positions_angstrom": [[-1.112, -0.793, -1.276], [-4.434, 0.094, 1.778], [-3.446, 0.346, 0.747], [-3.664, -0.407, -0.488], [-2.072, 0.271, 1.218], [-3.675, 2.070, 0.272], [-4.641, 2.773, 0.976], [-4.909, 4.107, 0.707], [-4.195, 4.752, -0.288], [-3.227, 4.052, -0.993], [-2.955, 2.715, -0.730], [-1.657, 1.997, -1.781], [-1.200, 3.111, -2.573], [-0.629, 1.399, -0.907], [-2.270, 0.913, -2.561], [-5.182, 2.240, 1.745], [-5.670, 4.630, 1.274], [-4.382, 5.793, -0.522], [-2.659, 4.542, -1.770], [-1.752, -2.354, 0.324], [-2.848, -3.118, -0.226], [-2.678, -3.167, -1.625], [-3.379, -3.871, -2.325], [-1.689, -2.455, -2.133], [-0.944, -2.952, 0.452], [-1.984, -1.845, 1.166], [-3.716, -2.629, -0.040], [4.091, 0.563, 4.947], [3.479, -0.184, 3.794], [2.365, -0.996, 3.979], [1.813, -1.701, 2.918], [2.375, -1.596, 1.660], [3.486, -0.794, 1.456], [4.030, -0.092, 2.518], [1.648, -2.460, 0.282], [2.757, -2.879, -0.543], [0.858, -3.530, 0.857], [0.822, -1.405, -0.352], [3.382, 0.665, 5.769], [4.407, 1.563, 4.646], [4.972, 0.041, 5.331], [1.916, -1.073, 4.963], [0.946, -2.332, 3.057], [3.911, -0.721, 0.466], [4.893, 0.543, 2.352], [2.133, 1.950, -2.856], [3.254, 0.724, -2.151], [2.796, -0.795, -2.887], [1.581, -1.310, -3.203], [0.031, -0.512, -3.257], [1.623, -2.945, -3.837], [3.323, -3.186, -3.814], [4.098, -4.556, -4.318], [4.173, -1.809, -3.221], [2.653, 2.903, -2.755], [1.192, 1.973, -2.317], [1.959, 1.739, -3.907]]}